Record 1
The following is a DFT calculation (the ωB97M-V functional and the def2-TZVPD basis) of 2 unconnected molecules or ions with the total composition C17H19N at a distorted geometry.

XYZ file:
```
37
Properties=species:S:1:pos:R:3:forces:R:3
C -3.316 -0.439 -1.237 -0.118 -0.225 1.220
C -3.366 1.050 -0.856 0.087 0.459 -0.991
C -2.021 -0.875 -1.874 0.704 0.849 0.801
C -1.525 -0.205 -2.985 -0.736 -0.562 -0.852
C -1.169 -1.784 -1.233 -0.551 -0.975 -0.991
C -0.348 -0.599 -3.622 0.043 1.247 1.020
C 0.052 -2.105 -1.796 0.239 -0.020 -0.410
C 0.505 -1.448 -2.938 -0.255 -0.538 -0.531
H -3.398 -0.986 -0.299 -0.008 -0.210 0.088
H -4.225 -0.739 -1.756 0.202 0.113 -0.587
H -2.689 1.630 -1.478 0.217 0.000 -0.141
H -2.170 0.544 -3.440 0.154 -0.067 -0.096
H -1.544 -2.461 -0.477 -0.092 0.383 0.424
H -0.069 -0.091 -4.538 0.162 -0.180 0.006
H 0.605 -2.972 -1.456 0.177 0.300 0.430
H 1.461 -1.690 -3.373 0.159 -0.203 -0.031
H -3.072 1.278 0.159 -0.069 -0.242 0.330
H -4.334 1.494 -1.075 -0.259 -0.102 0.327
C 2.661 -1.908 2.423 -0.332 0.548 1.107
C 2.348 -0.672 0.225 0.549 0.883 -0.049
C 2.232 -0.757 1.579 0.591 -0.455 -0.243
C 1.330 1.225 0.860 1.050 0.447 1.166
C 1.644 0.471 2.015 -0.915 -0.306 -0.197
C 0.811 2.511 1.021 -0.838 -0.258 -0.988
C 1.253 0.938 3.270 0.492 -0.116 0.306
C 0.442 2.965 2.271 0.100 -0.212 -0.641
C 0.636 2.160 3.402 -0.054 0.140 0.177
N 1.865 0.552 -0.198 -0.490 0.005 -0.547
H 2.944 -1.221 -0.486 -0.309 -0.508 0.117
H 1.822 0.841 -1.159 -0.108 -0.040 0.006
H 3.209 -2.658 1.869 -0.058 -0.232 -0.071
H 1.800 -2.320 2.959 -0.111 -0.431 -0.475
H 0.500 3.070 0.138 0.398 0.165 0.170
H 1.553 0.382 4.153 -0.357 -0.107 -0.021
H 0.022 3.960 2.259 -0.216 0.008 0.607
H 0.289 2.450 4.387 0.152 0.280 -0.097
H 3.260 -1.588 3.283 0.402 0.162 -0.340
```
Positions in Å, forces in eV/Å.

Results
* E_HOMO: -0.2826 Ha
* energy relative to the best compared isomer or geometry (same formula, charge and spin): 18.0 kcal per mole
* SMILES: Cc1c[nH]c2ccccc12.CCc1ccccc1
* total energy: -713.9336 a.u.

=====

Record 2
The following is a DFT calculation (the ωB97M-V functional and the def2-TZVPD basis) of 2 unconnected molecules or ions with the total composition C10H16O at a distorted geometry.

XYZ file:
```
27
Properties=species:S:1:pos:R:3:forces:R:3
C 1.724 -1.687 -1.983 -0.315 0.832 -0.661
C 1.469 1.975 0.221 -0.610 0.176 0.113
C 1.121 0.769 0.833 0.263 0.720 0.012
C 2.012 1.990 -1.045 -0.086 -0.081 -0.577
C 1.207 -0.397 0.104 0.188 0.022 0.013
C 2.091 0.800 -1.764 -0.317 0.559 0.122
C 1.630 -0.386 -1.220 0.930 -0.666 0.068
O 1.152 3.191 0.778 0.214 -0.266 0.569
H 0.779 0.823 1.862 -0.119 -0.329 -0.041
H 0.738 3.038 1.643 0.196 0.111 -0.352
H 2.267 2.934 -1.516 0.020 -0.078 0.155
H 0.951 -1.346 0.546 -0.082 -0.082 0.179
H 2.436 0.848 -2.790 0.120 -0.168 0.015
H 2.184 -1.510 -2.954 0.140 0.065 -0.088
H 0.710 -2.003 -2.216 -0.037 -0.570 0.186
H 2.320 -2.450 -1.499 -0.187 -0.203 0.324
C -2.130 -0.192 0.553 -1.076 -0.190 -0.665
C -2.009 -1.725 0.392 0.528 0.743 -0.332
C -2.573 0.188 1.968 0.791 0.745 0.144
H -1.313 0.427 0.186 0.592 -0.545 0.454
H -2.856 0.112 -0.208 -0.644 -0.040 0.449
H -2.229 -1.998 -0.638 0.047 -0.174 -0.075
H -2.738 -2.205 1.039 -0.004 -0.140 -0.007
H -3.294 1.008 1.993 -0.153 -0.254 -0.032
H -2.913 -0.664 2.546 -0.475 -0.110 -0.122
H -1.011 -2.096 0.620 -0.070 -0.112 0.188
H -1.723 0.556 2.550 0.146 0.036 -0.040
```
Positions in Å, forces in eV/Å.

Results
* E_HOMO: -0.3090 Ha
* energy relative to the best compared isomer or geometry (same formula, charge and spin): 26.2 kcal per mole
* SMILES: Cc1ccc(O)cc1.CCC
* total energy: -465.8560 a.u.

=====

Record 3
The following is a DFT calculation (the ωB97M-V functional and the def2-TZVPD basis) of 2 unconnected molecules or ions with the total composition C9H16N3O at a distorted geometry.

XYZ file:
```
29
Properties=species:S:1:pos:R:3:forces:R:3
C -4.508 0.658 -0.029 0.283 1.691 0.006
C -0.716 0.623 -1.002 -1.302 -1.845 -0.063
C -0.712 0.677 0.481 -1.087 2.689 2.039
C -0.045 -1.664 0.144 0.896 0.825 0.240
C 0.247 -0.248 -0.177 1.068 0.686 -0.157
C 2.083 1.572 0.032 0.074 -0.846 -0.287
C 2.496 -0.616 -1.302 -1.067 1.979 1.047
C 2.239 -0.599 1.295 -1.229 4.856 -0.119
C 1.790 0.015 -0.074 0.425 0.925 0.846
N -1.169 -2.175 0.070 0.031 1.013 0.946
N -2.251 -2.436 -0.251 -2.274 -2.307 -1.510
N -5.226 1.535 0.264 0.024 -0.120 0.270
O -3.557 0.046 -0.305 0.606 -2.051 -0.300
H -1.595 0.205 -1.559 1.185 0.239 0.595
H -0.225 1.446 -1.471 0.189 0.351 -0.286
H -0.451 1.716 0.872 0.372 -1.818 -0.405
H -1.459 0.265 1.202 0.306 0.077 -1.316
H 0.706 -2.190 0.710 0.275 -0.689 -0.450
H 1.622 2.147 0.808 -1.213 -0.191 0.504
H 1.930 2.079 -0.895 -0.410 0.272 -0.785
H 3.086 1.852 0.298 1.084 -0.846 -0.240
H 2.166 -1.576 -1.311 -0.698 -3.346 -0.066
H 2.047 -0.220 -2.179 -0.133 0.787 -0.987
H 3.551 -0.644 -1.404 1.005 0.483 0.421
H 2.537 -1.551 1.355 1.235 -3.773 -0.257
H 1.457 -0.434 2.066 0.318 0.016 -0.360
H 3.057 0.063 1.568 0.306 -0.470 0.467
H -3.054 -2.587 0.407 0.942 1.073 0.114
H -6.046 2.042 0.387 -1.212 0.342 0.093
```
Positions in Å, forces in eV/Å.

Results
* total charge: +1
* E_HOMO: -0.5132 Ha
* energy relative to the best compared isomer or geometry (same formula, charge and spin): 146.8 kcal per mole
* total energy: -591.6217 a.u.

=====

Record 4
The following is a DFT calculation (the ωB97M-V functional and the def2-TZVPD basis) of C20H30I2N2O3 in the gas phase at a distorted geometry.

XYZ file:
```
57
Properties=species:S:1:pos:R:3:forces:R:3
C 0.558 -4.842 2.526 -1.132 3.649 -5.787
C 0.548 -4.075 1.447 -0.495 -3.211 4.973
C 0.421 -3.066 0.159 -0.078 -1.924 3.186
I 2.306 -3.486 -0.953 -0.683 0.175 0.173
O 0.349 -1.770 0.715 -0.969 -2.026 -1.654
C -0.176 -0.691 -0.065 -0.586 2.324 -0.381
C -0.973 -1.004 -1.411 -0.277 -1.223 -1.149
C -0.098 -1.421 -2.706 -0.395 0.073 -1.178
C -0.523 -0.571 -4.050 1.365 0.564 0.262
C 0.873 -0.225 -4.846 -0.338 0.285 0.817
N 0.958 0.313 -0.226 -0.090 -2.198 0.174
C 2.065 0.082 0.749 2.552 1.577 0.288
C 3.071 1.377 0.590 -0.165 -0.341 -0.311
C 3.919 1.288 -0.807 -0.296 0.796 0.290
C -1.252 0.097 0.944 2.464 1.402 -0.455
O -0.784 -0.197 2.281 -2.244 0.017 -0.462
C -1.647 -1.071 3.044 0.307 -1.252 1.717
C -0.825 -1.435 4.418 0.847 0.862 -1.151
O -2.572 -0.326 0.607 0.291 1.715 0.951
C -3.652 0.534 0.997 -1.247 -1.411 1.974
I -4.845 1.297 -0.718 0.723 -0.281 0.817
C -0.951 1.695 0.713 -0.202 4.048 -1.621
C -1.417 2.445 -0.631 2.670 2.426 4.345
C -1.007 3.960 -0.647 0.047 -1.286 1.251
C -0.243 4.711 0.493 -1.353 -3.995 -0.606
N 0.159 4.004 1.675 -2.136 -1.742 -3.669
C -0.173 2.609 1.724 -0.948 -0.599 -1.009
H 0.245 -5.580 3.364 1.041 1.814 -1.969
H -0.493 -3.475 -0.400 1.508 1.022 0.456
H -1.704 -1.898 -1.229 1.226 1.781 -0.013
H -1.669 -0.144 -1.785 1.461 -1.336 1.296
H 1.036 -1.279 -2.602 -1.738 -0.187 0.180
H -0.265 -2.540 -2.970 0.400 1.845 0.633
H -0.959 0.476 -3.767 0.520 -1.997 -0.387
H -1.274 -1.146 -4.704 1.175 0.933 1.013
H 0.669 0.412 -5.782 0.402 -1.239 1.268
H 1.497 -1.174 -5.053 -1.155 1.530 0.054
H 1.515 0.435 -4.129 -1.116 -1.124 -1.237
H 1.387 0.248 -1.160 -0.524 -0.086 0.483
H 2.747 -0.832 0.491 -1.491 1.333 0.675
H 1.761 0.077 1.855 -0.030 -0.283 -1.904
H 3.802 1.443 1.497 -1.381 -0.201 -1.646
H 2.418 2.332 0.566 1.076 -1.569 0.175
H 3.771 2.287 -1.369 0.374 -1.616 0.775
H 5.051 1.176 -0.593 -1.950 -0.060 -0.519
H 3.524 0.455 -1.508 0.843 1.188 1.238
H -1.808 -2.077 2.495 0.031 1.749 0.712
H -2.651 -0.561 3.332 1.598 -0.884 -0.712
H 0.290 -1.508 4.076 -1.991 -0.133 0.670
H -1.148 -2.439 4.869 0.349 1.704 -0.633
H -0.847 -0.552 5.171 -0.242 -1.661 -1.181
H -3.413 1.352 1.766 0.077 -0.932 -1.702
H -4.424 -0.159 1.539 1.359 1.272 -1.208
H -2.002 1.952 -1.478 1.036 0.941 1.444
H -1.336 4.588 -1.567 0.685 -1.219 1.757
H -0.014 5.835 0.365 -0.355 -2.178 0.449
H 0.205 2.067 2.686 -0.821 1.165 -1.953
```
Positions in Å, forces in eV/Å.

Results
* E_HOMO: -0.3073 Ha
* SMILES: C#C[C@H](I)O[C@](CCCC)(NCCC)[C@](OCC)(OCI)c1cccnc1
* total energy: -1710.2497 a.u.

=====

Record 5
The following is a DFT calculation (the ωB97M-V functional and the def2-TZVPD basis) of C10H14O2 in the gas phase at a distorted geometry.

XYZ file:
```
26
Properties=species:S:1:pos:R:3:forces:R:3
C -0.661 1.241 -3.261 0.681 -9.660 2.150
C -0.647 -0.175 -3.079 -0.564 9.094 -0.133
C -0.707 -1.723 -2.449 1.585 1.224 0.699
C 0.412 -1.654 -1.208 -1.650 0.895 0.001
C -0.591 -0.981 -0.053 0.176 0.780 -0.340
C 0.061 -0.543 1.386 -0.401 -0.866 -0.473
C 0.510 1.047 1.291 0.194 0.658 0.363
C 2.151 1.271 1.344 -0.552 0.369 -0.862
C -0.247 1.934 2.488 0.938 -0.298 -1.269
O -1.687 -2.006 -0.064 -0.011 0.563 -3.715
C -2.043 -2.103 -1.519 -5.674 -1.042 -0.497
O -3.290 -2.423 -1.914 8.775 2.030 2.688
H -0.413 2.406 -3.185 -0.692 -3.375 -0.485
H -0.371 -2.556 -3.236 -1.338 2.062 1.652
H 0.541 -2.770 -0.882 0.282 2.238 -0.448
H 1.392 -1.027 -1.473 -2.297 -1.637 0.615
H -1.200 -0.018 -0.350 1.776 -1.693 -0.087
H 0.981 -1.244 1.627 -1.825 1.519 -0.381
H -0.780 -0.735 2.206 1.858 0.589 -1.707
H 0.159 1.568 0.275 0.689 -1.535 2.018
H 2.595 1.108 2.426 -0.880 0.277 -2.346
H 2.337 2.388 0.967 -0.262 -2.374 1.117
H 2.681 0.589 0.523 -1.086 1.279 2.010
H -0.272 1.291 3.468 -0.113 1.497 -1.846
H -1.312 2.189 2.050 2.053 -0.469 1.372
H 0.402 2.926 2.624 -1.663 -2.125 -0.096
```
Positions in Å, forces in eV/Å.

Results
* E_HOMO: -0.3586 Ha
* energy relative to the best compared isomer or geometry (same formula, charge and spin): 222.3 kcal per mole
* SMILES: C#C[C@H]1C[C@H](CC(C)C)OC1=O
* total energy: -539.5714 a.u.

=====

Record 6
The following is a DFT calculation (the ωB97M-V functional and the def2-TZVPD basis) of 2 unconnected molecules or ions with the total composition C3H8S2 at a distorted geometry.

XYZ file:
```
13
Properties=species:S:1:pos:R:3:forces:R:3
S 3.454 -1.417 3.302 -0.004 -0.069 1.486
S 5.190 -1.418 4.610 0.058 -0.145 -1.746
H 4.255 -1.367 2.283 0.363 0.118 -1.163
H 5.982 -1.584 3.472 -0.417 0.096 1.422
C -1.418 -0.018 -2.073 0.283 2.670 -2.806
C -2.718 0.578 -1.625 0.699 0.446 0.094
C -2.716 1.348 -0.529 0.164 1.052 -1.074
H -1.277 -1.036 -2.050 -0.413 -2.555 0.282
H -1.151 0.256 -3.155 -0.678 -0.282 1.156
H -0.594 0.382 -1.540 0.669 0.546 0.924
H -3.572 0.548 -2.321 0.070 -0.740 0.937
H -3.603 1.795 -0.148 -0.853 0.215 0.036
H -1.832 1.933 -0.226 0.060 -1.351 0.450
```
Positions in Å, forces in eV/Å.

Results
* E_HOMO: -0.3205 Ha
* energy relative to the best compared isomer or geometry (same formula, charge and spin): 52.6 kcal per mole
* SMILES: C=CC.SS
* total energy: -915.3932 a.u.

=====

Repeat the fifth record exactly.
The following is a DFT calculation (the ωB97M-V functional and the def2-TZVPD basis) of C10H14O2 in the gas phase at a distorted geometry.

XYZ file:
```
26
Properties=species:S:1:pos:R:3:forces:R:3
C -0.661 1.241 -3.261 0.681 -9.660 2.150
C -0.647 -0.175 -3.079 -0.564 9.094 -0.133
C -0.707 -1.723 -2.449 1.585 1.224 0.699
C 0.412 -1.654 -1.208 -1.650 0.895 0.001
C -0.591 -0.981 -0.053 0.176 0.780 -0.340
C 0.061 -0.543 1.386 -0.401 -0.866 -0.473
C 0.510 1.047 1.291 0.194 0.658 0.363
C 2.151 1.271 1.344 -0.552 0.369 -0.862
C -0.247 1.934 2.488 0.938 -0.298 -1.269
O -1.687 -2.006 -0.064 -0.011 0.563 -3.715
C -2.043 -2.103 -1.519 -5.674 -1.042 -0.497
O -3.290 -2.423 -1.914 8.775 2.030 2.688
H -0.413 2.406 -3.185 -0.692 -3.375 -0.485
H -0.371 -2.556 -3.236 -1.338 2.062 1.652
H 0.541 -2.770 -0.882 0.282 2.238 -0.448
H 1.392 -1.027 -1.473 -2.297 -1.637 0.615
H -1.200 -0.018 -0.350 1.776 -1.693 -0.087
H 0.981 -1.244 1.627 -1.825 1.519 -0.381
H -0.780 -0.735 2.206 1.858 0.589 -1.707
H 0.159 1.568 0.275 0.689 -1.535 2.018
H 2.595 1.108 2.426 -0.880 0.277 -2.346
H 2.337 2.388 0.967 -0.262 -2.374 1.117
H 2.681 0.589 0.523 -1.086 1.279 2.010
H -0.272 1.291 3.468 -0.113 1.497 -1.846
H -1.312 2.189 2.050 2.053 -0.469 1.372
H 0.402 2.926 2.624 -1.663 -2.125 -0.096
```
Positions in Å, forces in eV/Å.

Results
* E_HOMO: -0.3586 Ha
* energy relative to the best compared isomer or geometry (same formula, charge and spin): 222.3 kcal per mole
* SMILES: C#C[C@H]1C[C@H](CC(C)C)OC1=O
* total energy: -539.5714 a.u.